No. 1
Below is a structure of composition C24H17Cl2F10GaN3O6S2, with properties calculated with the ωB97M-V functional and the def2-TZVPD basis.

DFT total energy = -168188.3911 eV
orbital gap = 7.290 eV
HOMO level = -4.85 eV
charge = -1
E_LUMO = 2.44 eV

Element x y z (Å)
Ga: 0.376 -0.007 -0.065
C: 0.990 1.737 -2.651
N: 0.723 0.350 -2.232
C: 1.901 -0.454 -2.562
C: 1.900 -1.828 -1.918
N: 1.335 -1.780 -0.579
C: 1.280 -2.945 0.102
C: 0.616 -3.023 1.351
F: -0.028 -1.923 1.776
C: 0.550 -4.138 2.151
F: -0.072 -4.072 3.332
C: 1.122 -5.328 1.733
F: 1.092 -6.429 2.501
C: 1.726 -5.340 0.493
F: 2.246 -6.484 0.025
C: 1.812 -4.202 -0.289
F: 2.456 -4.376 -1.469
C: -0.515 -0.093 -2.880
C: -1.259 -1.188 -2.124
N: -1.338 -0.819 -0.723
C: -2.284 -1.390 0.058
C: -3.100 -2.496 -0.260
F: -2.946 -3.165 -1.427
C: -4.051 -3.000 0.610
F: -4.792 -4.049 0.228
C: -4.249 -2.439 1.854
F: -5.182 -2.924 2.690
C: -3.454 -1.363 2.224
F: -3.623 -0.812 3.431
C: -2.517 -0.866 1.353
F: -1.721 0.144 1.738
H: 0.926 1.822 -3.741
H: 0.278 2.412 -2.184
H: 1.977 2.034 -2.308
H: 2.009 -0.553 -3.650
H: 2.753 0.092 -2.163
H: 1.334 -2.534 -2.538
H: 2.939 -2.169 -1.882
H: -1.180 0.766 -2.904
H: -0.323 -0.416 -3.912
H: -2.264 -1.238 -2.549
H: -0.782 -2.165 -2.260
O: 3.631 0.748 1.901
S: 2.393 1.151 1.296
O: 2.428 1.202 -0.162
O: 1.237 0.300 1.704
C: 2.084 2.808 1.893
C: 3.091 3.361 2.677
C: 2.959 4.635 3.197
C: 1.797 5.358 2.974
C: 0.788 4.807 2.207
C: 0.936 3.545 1.639
S: -0.438 3.156 0.547
O: -0.280 4.098 -0.548
O: -1.629 3.348 1.325
O: -0.268 1.768 0.039
H: 3.971 2.762 2.862
H: 3.757 5.062 3.790
H: 1.686 6.351 3.390
H: -0.140 5.329 2.018
Cl: -2.795 3.111 -3.887
C: -2.929 3.517 -2.169
Cl: -3.097 2.073 -1.155
H: -3.819 4.126 -2.055
H: -2.028 4.035 -1.858

What are the Löwdin partial charges on each atom? They are as follows, in elementary charge units: number 1, Ga, carries 0.388; number 2, C, carries -0.052; number 3, N, carries -0.222; number 4, C, carries -0.170; number 5, C, carries -0.199; number 6, N, carries 0.014; number 7, C, carries -0.150; number 8, C, carries -0.128; number 9, F, carries 0.082; number 10, C, carries -0.149; number 11, F, carries 0.117; number 12, C, carries -0.159; number 13, F, carries 0.094; number 14, C, carries -0.159; number 15, F, carries 0.103; number 16, C, carries -0.125; number 17, F, carries 0.057; number 18, C, carries -0.156; number 19, C, carries -0.192; number 20, N, carries -0.002; number 21, C, carries -0.175; number 22, C, carries -0.129; number 23, F, carries 0.069; number 24, C, carries -0.156; number 25, F, carries 0.103; number 26, C, carries -0.155; number 27, F, carries 0.094; number 28, C, carries -0.146; number 29, F, carries 0.116; number 30, C, carries -0.160; number 31, F, carries 0.095; number 32, H, carries 0.103; number 33, H, carries 0.066; number 34, H, carries 0.088; number 35, H, carries 0.132; number 36, H, carries 0.108; number 37, H, carries 0.113; number 38, H, carries 0.124; number 39, H, carries 0.074; number 40, H, carries 0.134; number 41, H, carries 0.127; number 42, H, carries 0.108; number 43, O, carries -0.274; number 44, S, carries 0.566; number 45, O, carries -0.287; number 46, O, carries -0.246; number 47, C, carries -0.204; number 48, C, carries -0.052; number 49, C, carries -0.071; number 50, C, carries -0.065; number 51, C, carries -0.058; number 52, C, carries -0.200; number 53, S, carries 0.501; number 54, O, carries -0.310; number 55, O, carries -0.296; number 56, O, carries -0.321; number 57, H, carries 0.108; number 58, H, carries 0.103; number 59, H, carries 0.104; number 60, H, carries 0.116; number 61, Cl, carries 0.498; number 62, C, carries -0.974; number 63, Cl, carries 0.620; number 64, H, carries 0.024; number 65, H, carries -0.004

No. 2
Below is an isolated molecule of C20H21N5O5S, with properties calculated with the ωB97M-V functional and the def2-TZVPD basis.

energy relative to the best compared isomer or geometry (same formula, charge and spin) = 0.00 kcal per mole
SMILES string = CCOC(=O)c1ccc(NC(=O)CSc2nc(C)nc3c2c(=O)n(C)c(=O)n3C)cc1
DFT total energy = -49607.2603 eV
orbital gap = 8.546 eV
HOMO level = -8.62 eV
charge = 0
E_LUMO = -0.08 eV

Element x y z (Å)
C: -5.290 -1.288 -1.191
C: -5.054 -1.811 0.219
H: -5.381 -1.074 0.960
H: -5.576 -2.758 0.380
O: -3.674 -2.105 0.434
C: -2.895 -1.105 0.851
O: -3.299 0.007 1.105
C: -1.473 -1.504 0.966
C: -0.987 -2.661 0.362
C: 0.363 -2.939 0.389
C: 1.247 -2.064 1.017
C: 0.749 -0.952 1.695
C: -0.599 -0.665 1.652
H: -0.994 0.218 2.133
H: 1.432 -0.297 2.218
N: 2.633 -2.278 0.980
C: 3.479 -2.344 -0.094
O: 4.674 -2.399 0.091
C: 2.919 -2.461 -1.500
H: 3.737 -2.230 -2.181
H: 2.583 -3.482 -1.685
S: 1.483 -1.409 -1.934
C: 1.937 0.012 -1.068
N: 3.156 0.072 -0.552
C: 3.487 1.136 0.166
N: 2.685 2.156 0.440
C: 1.453 2.110 -0.067
N: 0.592 3.121 0.220
C: -0.730 3.118 -0.207
O: -1.478 4.028 0.058
N: -1.142 2.030 -0.954
C: -0.347 0.966 -1.337
O: -0.766 0.037 -2.003
C: 1.015 1.047 -0.864
C: -2.545 2.007 -1.333
H: -2.859 3.013 -1.605
H: -3.143 1.657 -0.490
H: -2.649 1.324 -2.174
C: 1.058 4.229 1.031
H: 1.361 3.865 2.012
H: 1.916 4.696 0.549
H: 0.240 4.939 1.126
C: 4.872 1.164 0.709
H: 4.877 1.602 1.703
H: 5.277 0.156 0.717
H: 5.493 1.784 0.065
H: 3.130 -2.045 1.832
H: 0.745 -3.824 -0.095
H: -1.669 -3.321 -0.146
H: -4.772 -0.342 -1.329
H: -4.918 -2.000 -1.923
H: -6.354 -1.134 -1.350

What are the Löwdin partial charges on each atom? They are as follows, in elementary charge units: number 1, C, carries -0.050; number 2, C, carries -0.207; number 3, H, carries 0.121; number 4, H, carries 0.124; number 5, O, carries -0.001; number 6, C, carries -0.445; number 7, O, carries 0.096; number 8, C, carries -0.122; number 9, C, carries 0.002; number 10, C, carries -0.048; number 11, C, carries -0.274; number 12, C, carries -0.012; number 13, C, carries -0.003; number 14, H, carries 0.126; number 15, H, carries 0.121; number 16, N, carries 0.130; number 17, C, carries -0.558; number 18, O, carries 0.054; number 19, C, carries -0.314; number 20, H, carries 0.089; number 21, H, carries 0.085; number 22, S, carries 1.091; number 23, C, carries -0.485; number 24, N, carries 0.119; number 25, C, carries -0.359; number 26, N, carries 0.198; number 27, C, carries -0.210; number 28, N, carries 0.022; number 29, C, carries -0.424; number 30, O, carries 0.101; number 31, N, carries 0.050; number 32, C, carries -0.400; number 33, O, carries 0.026; number 34, C, carries -0.065; number 35, C, carries 0.006; number 36, H, carries 0.097; number 37, H, carries 0.082; number 38, H, carries 0.093; number 39, C, carries -0.007; number 40, H, carries 0.095; number 41, H, carries 0.095; number 42, H, carries 0.089; number 43, C, carries 0.001; number 44, H, carries 0.082; number 45, H, carries 0.072; number 46, H, carries 0.090; number 47, H, carries 0.159; number 48, H, carries 0.118; number 49, H, carries 0.124; number 50, H, carries 0.065; number 51, H, carries 0.081; number 52, H, carries 0.079

No. 3
Below is a structure of composition C26H34Cl2F6N2OPdSSb, with properties calculated with the ωB97M-V functional and the def2-TZVPD basis.

energy relative to the best compared isomer or geometry (same formula, charge and spin) = 17.33 kcal per mole
DFT total energy = -94731.9994 eV
multiplicity = 2
orbital gap (alpha / beta) = 6.629 / 5.886 eV
HOMO level (alpha / beta) = -15.40 / -15.40 eV
charge = +2
E_LUMO (alpha / beta) = -8.77 / -9.51 eV
<S²> = 0.754

Element x y z (Å)
Pd: 1.382 -1.292 0.428
C: -2.758 1.088 -4.657
C: -3.272 0.785 -3.240
C: -4.310 -0.350 -3.291
C: -3.930 2.040 -2.667
C: -2.105 0.316 -2.392
C: -1.374 -0.815 -2.763
C: -0.337 -1.265 -1.980
N: 0.001 -0.632 -0.856
C: -0.675 0.465 -0.461
C: -1.715 0.959 -1.216
C: -0.223 1.014 0.820
C: -0.758 2.099 1.467
C: -0.276 2.503 2.720
C: 0.770 1.761 3.261
C: 1.289 0.678 2.579
N: 0.805 0.338 1.387
C: -0.910 3.686 3.429
C: -0.224 3.986 4.761
C: -2.389 3.349 3.687
C: -0.806 4.920 2.518
H: -3.584 1.451 -5.268
H: -2.356 0.200 -5.145
H: -1.985 1.858 -4.644
H: -5.164 -0.026 -3.884
H: -4.667 -0.607 -2.292
H: -3.908 -1.251 -3.754
H: -4.756 2.334 -3.313
H: -3.236 2.883 -2.624
H: -4.345 1.865 -1.672
H: -1.613 -1.365 -3.661
H: 0.235 -2.141 -2.241
H: -2.242 1.836 -0.874
H: -1.579 2.629 1.005
H: 1.195 2.003 4.223
H: 2.095 0.076 2.970
H: -0.310 3.154 5.462
H: -0.705 4.847 5.222
H: 0.832 4.233 4.631
H: -2.492 2.457 4.306
H: -2.942 3.191 2.760
H: -2.857 4.181 4.212
H: 0.233 5.152 2.279
H: -1.232 5.780 3.033
H: -1.357 4.792 1.585
F: -0.219 -3.291 -0.259
Sb: -1.203 -3.448 1.418
F: 0.569 -2.880 2.061
F: -0.667 -5.229 1.468
F: -1.933 -3.503 3.119
F: -2.748 -3.678 0.412
F: -1.442 -1.554 1.321
Cl: 3.277 0.143 -0.853
C: 3.210 1.200 -2.334
Cl: 1.695 1.100 -3.188
H: 4.019 0.845 -2.961
H: 3.372 2.208 -1.973
C: 3.444 -4.074 2.478
S: 4.031 -2.616 1.638
O: 2.899 -1.556 1.770
C: 3.876 -3.049 -0.064
C: 2.624 -3.464 -0.528
C: 2.436 -3.614 -1.897
C: 3.489 -3.364 -2.771
C: 4.729 -2.970 -2.288
C: 4.929 -2.791 -0.921
H: 2.462 -4.364 2.114
H: 3.405 -3.827 3.537
H: 4.184 -4.857 2.306
H: 1.856 -3.806 0.160
H: 1.485 -3.976 -2.265
H: 3.348 -3.504 -3.835
H: 5.547 -2.797 -2.975
H: 5.884 -2.451 -0.541

What are the Löwdin partial charges on each atom? They are as follows, in elementary charge units: number 1, Pd, carries 1.208; number 2, C, carries -0.024; number 3, C, carries -0.552; number 4, C, carries -0.019; number 5, C, carries -0.050; number 6, C, carries -0.106; number 7, C, carries 0.034; number 8, C, carries -0.108; number 9, N, carries -0.053; number 10, C, carries -0.197; number 11, C, carries 0.090; number 12, C, carries -0.166; number 13, C, carries 0.088; number 14, C, carries -0.100; number 15, C, carries 0.061; number 16, C, carries -0.037; number 17, N, carries -0.010; number 18, C, carries -0.553; number 19, C, carries -0.049; number 20, C, carries -0.020; number 21, C, carries -0.025; number 22, H, carries 0.101; number 23, H, carries 0.085; number 24, H, carries 0.094; number 25, H, carries 0.101; number 26, H, carries 0.100; number 27, H, carries 0.087; number 28, H, carries 0.100; number 29, H, carries 0.094; number 30, H, carries 0.095; number 31, H, carries 0.134; number 32, H, carries 0.101; number 33, H, carries 0.116; number 34, H, carries 0.126; number 35, H, carries 0.125; number 36, H, carries 0.119; number 37, H, carries 0.096; number 38, H, carries 0.100; number 39, H, carries 0.096; number 40, H, carries 0.101; number 41, H, carries 0.085; number 42, H, carries 0.102; number 43, H, carries 0.098; number 44, H, carries 0.101; number 45, H, carries 0.082; number 46, F, carries -0.389; number 47, Sb, carries 1.429; number 48, F, carries -0.394; number 49, F, carries -0.315; number 50, F, carries -0.304; number 51, F, carries -0.315; number 52, F, carries -0.338; number 53, Cl, carries 0.641; number 54, C, carries -0.883; number 55, Cl, carries 0.635; number 56, H, carries 0.043; number 57, H, carries 0.043; number 58, C, carries -0.188; number 59, S, carries 1.090; number 60, O, carries -0.652; number 61, C, carries -0.442; number 62, C, carries -0.151; number 63, C, carries -0.046; number 64, C, carries -0.021; number 65, C, carries -0.026; number 66, C, carries -0.077; number 67, H, carries 0.050; number 68, H, carries 0.082; number 69, H, carries 0.088; number 70, H, carries 0.083; number 71, H, carries 0.123; number 72, H, carries 0.127; number 73, H, carries 0.129; number 74, H, carries 0.128